The following is a DFT calculation (wB97M-V/def2-TZVPD) of C27H27Cl2N2OTc as an isolated structure.

```
60
Properties=species:S:1:pos:R:3:forces:R:3:mulliken_charge:R:1
Tc 0.5742 0.1795 -0.2616 1.134 1.101 -1.038 -0.638
Cl 7.1110 -2.9162 -1.8763 -0.016 0.007 0.007 -0.204
C 5.5904 -2.0930 -1.8111 0.035 -0.010 -0.026 -0.043
C 5.2683 -1.1624 -2.8226 -0.002 0.014 -0.019 -0.519
C 4.0810 -0.4887 -2.8063 -0.004 0.008 -0.050 -0.565
C 3.1443 -0.6802 -1.7585 0.139 0.163 0.272 0.159
O 2.1020 0.0814 -1.7180 -0.516 -0.582 -0.084 -0.006
C 3.4503 -1.6697 -0.7810 -0.107 0.127 0.109 0.513
C 2.4737 -2.1505 0.1146 0.097 -0.011 -0.259 -0.034
N 1.2353 -1.7361 0.2201 -0.001 -0.065 0.153 0.407
C 0.2822 -2.6233 0.7831 0.038 -0.016 0.031 0.953
C 0.4669 -3.9538 1.0660 0.034 -0.003 0.032 -0.917
C -0.5819 -4.7200 1.6101 0.005 -0.013 0.005 -0.985
C -1.8107 -4.1697 1.8323 -0.013 -0.014 0.004 -0.880
C -2.0463 -2.8189 1.4935 0.007 0.003 0.015 0.730
C -3.3023 -2.1919 1.6452 -0.015 -0.006 0.003 -0.735
C -3.4502 -0.8984 1.2446 -0.018 -0.001 0.024 -1.412
C -2.3529 -0.2201 0.6923 -0.017 -0.050 -0.148 -0.125
N -1.1555 -0.7542 0.5606 -0.170 -0.060 -0.103 0.612
C -0.9934 -2.0575 0.9573 -0.007 0.085 0.180 -0.290
C 4.6967 -2.3528 -0.8227 -0.029 -0.021 0.032 -1.023
H 5.9828 -0.9877 -3.6165 -0.006 0.003 0.004 0.433
H 3.8380 0.2302 -3.5787 0.005 -0.026 0.028 0.488
H 2.7616 -3.0231 0.6959 0.007 -0.022 -0.020 0.273
H 1.4057 -4.4487 0.8618 -0.005 0.003 0.002 0.456
H -0.4032 -5.7622 1.8362 -0.001 0.005 0.001 0.416
H -2.6204 -4.7590 2.2429 0.011 0.006 -0.007 0.434
H -4.1312 -2.7508 2.0613 0.006 0.004 -0.003 0.451
H -4.3964 -0.3825 1.3204 0.001 0.000 0.001 0.476
H -2.4759 0.7750 0.3100 -0.005 0.014 -0.020 0.817
H 4.9161 -3.1032 -0.0729 0.005 0.014 -0.001 0.467
C 1.9259 1.4792 1.1707 0.042 -0.445 -0.145 1.041
C 2.1158 2.1205 -0.0614 -0.085 -0.381 -0.135 1.294
C 0.8351 2.5122 -0.5895 -0.142 -0.394 -0.127 0.146
C -0.1513 2.2193 0.3798 0.202 -0.094 0.860 1.690
C 0.5228 1.4984 1.4500 -0.177 0.511 0.601 0.511
C -0.0317 1.2776 2.8257 -0.088 -0.284 -0.083 -2.031
C -1.4533 2.9229 0.6098 -0.038 0.121 -0.487 -1.882
C 0.6631 3.1962 -1.9076 -0.007 0.146 0.145 -1.845
C 3.4003 2.3562 -0.7683 0.005 0.055 0.055 -1.813
C 2.9608 0.8246 2.0350 0.011 0.175 0.081 -1.824
H 0.2930 2.0863 3.4836 -0.017 0.012 -0.005 0.382
H 0.3192 0.3385 3.2569 0.020 0.016 0.005 0.385
H -1.1202 1.2595 2.8344 0.011 -0.023 -0.010 0.372
H -1.2277 3.8598 1.1254 0.003 0.030 -0.052 0.362
H -2.1335 2.3787 1.2557 0.019 -0.010 0.046 0.455
H -1.9688 3.1647 -0.3188 -0.017 -0.039 0.009 0.466
H -0.3689 3.4994 -2.0703 -0.001 -0.033 -0.016 0.338
H 0.9651 2.5470 -2.7288 0.031 -0.024 -0.019 0.282
H 1.2994 4.0821 -1.9570 -0.052 0.035 0.039 0.412
H 3.7225 3.3847 -0.5813 -0.005 -0.012 0.009 0.371
H 3.2760 2.2366 -1.8417 0.010 0.006 -0.021 0.460
H 4.1897 1.6891 -0.4278 0.000 -0.001 -0.001 0.415
H 3.0891 1.3748 2.9700 0.004 0.020 -0.019 0.414
H 3.9287 0.7804 1.5398 -0.005 -0.019 -0.011 0.364
H 2.6665 -0.1918 2.2995 -0.009 0.013 0.019 0.305
Cl -2.0887 0.8256 -2.2634 0.009 0.074 -0.072 -0.182
C -0.4282 0.1768 -2.1237 -0.329 -0.197 0.223 -0.417
H 0.1756 0.6623 -2.8794 0.002 0.095 -0.010 0.384
H -0.4977 -0.8832 -2.3833 0.011 -0.009 -0.006 0.434
```
Forces are in eV/Å.

Multiplicity: 2
Charge: +1
HOMO-LUMO gap (spin up / spin down), hartree: 0.2425 / 0.2560
E, Ha: -2230.8469
Energy above the lowest of the compared OMol25 structures with the same formula, charge and spin, eV: 0.194